20
Properties=species:S:1:pos:R:3:mulliken_charge:R:1 method="wB97M-V/def2-TZVPD" de_lowest_kcal_mol=53.3 e_lumo_ev=0.2 mol_weight_g_mol=164.160 smiles="O=C1CCc2cc(O)ccc2O1" orbital_gap_ev=8.78
C 2.397 -0.101 -0.086 0.5175
C 2.021 -1.464 0.108 -0.2740
C 0.745 -1.753 0.043 -0.2259
C -0.194 -0.791 -0.308 0.1127
C -2.612 -0.476 -0.095 0.6117
C -2.405 0.850 0.446 -0.5437
C -1.105 1.529 -0.252 -0.6685
C 0.088 0.625 -0.201 0.3546
C 1.485 0.893 -0.123 -0.7826
H 4.312 -0.539 -0.724 0.3910
H 2.663 -2.315 0.602 0.2416
H 0.351 -2.837 0.644 0.1694
H -3.333 1.409 0.463 0.3301
H -2.135 0.792 1.566 0.2610
H -1.040 2.546 0.178 0.3691
H -1.433 1.594 -1.338 0.2503
H 1.755 1.898 -0.133 0.4894
O 3.696 0.307 -0.133 -0.6344
O -1.576 -1.245 -0.360 -0.3987
O -3.682 -0.923 -0.296 -0.5705